#i
Formula: C35H40N3O
Source: the Open Molecules 2025 dataset
Level of theory: ωB97M-V with the def2-TZVPD basis set

Calculated values
E_LUMO: -4.9 eV
charge: +1
HOMO-LUMO gap: 4.598 eV

Atoms and positions in Å:
1 C 1.900 2.776 3.301
2 N 1.625 1.363 3.107
3 C 2.626 0.464 2.801
4 O 3.802 0.711 2.639
5 C 1.969 -0.907 2.708
6 C 2.534 -1.883 3.747
7 C 4.004 -2.162 3.588
8 C 4.903 -1.819 4.588
9 C 6.258 -2.021 4.419
10 C 6.735 -2.572 3.248
11 C 5.850 -2.938 2.256
12 C 4.494 -2.741 2.427
13 N 0.498 -0.688 2.884
14 C -0.454 -1.661 2.797
15 C -1.797 -1.408 2.982
16 C -2.827 -2.328 2.974
17 C -4.198 -1.986 3.181
18 C -5.189 -2.988 3.140
19 C -6.517 -2.682 3.325
20 C -6.907 -1.374 3.560
21 C -5.956 -0.370 3.613
22 C -4.624 -0.663 3.429
23 C 0.256 0.776 3.150
24 C -0.321 0.985 4.547
25 C -0.565 1.406 2.025
26 H 2.971 2.957 3.231
27 H 1.389 3.364 2.541
28 H 1.550 3.092 4.282
29 H 2.130 -1.301 1.696
30 H 2.349 -1.465 4.743
31 H 1.978 -2.826 3.707
32 H 4.530 -1.381 5.499
33 H 6.946 -1.734 5.197
34 H 7.797 -2.706 3.105
35 H 6.220 -3.362 1.336
36 H 3.801 -3.028 1.654
37 H -0.131 -2.662 2.581
38 H -2.072 -0.390 3.157
39 H -2.596 -3.365 2.812
40 H -4.890 -4.006 2.957
41 H -7.261 -3.463 3.288
42 H -7.949 -1.139 3.704
43 H -6.265 0.646 3.802
44 H -3.900 0.130 3.484
45 H 0.372 0.585 5.286
46 H -0.465 2.042 4.761
47 H -1.273 0.481 4.689
48 H -0.030 1.286 1.085
49 H -1.543 0.949 1.903
50 H -0.712 2.472 2.191
51 C -2.231 3.098 -3.578
52 C -3.285 1.980 -3.778
53 C -4.090 1.918 -2.468
54 N -3.798 3.164 -1.723
55 C -4.281 3.365 -0.408
56 C -4.966 2.444 0.311
57 C -5.126 2.915 1.726
58 C -4.479 4.270 1.738
59 C -4.014 4.542 0.450
60 C -3.451 5.783 0.173
61 C -3.311 6.702 1.195
62 C -3.740 6.407 2.478
63 C -4.340 5.192 2.755
64 C -2.471 3.660 -2.166
65 H -1.208 2.723 -3.696
66 H -2.350 3.886 -4.332
67 H -3.944 2.210 -4.624
68 H -2.820 1.015 -4.012
69 H -5.169 1.829 -2.629
70 H -3.781 1.073 -1.846
71 H -5.281 1.486 -0.065
72 H -6.182 2.990 2.012
73 H -4.621 2.246 2.433
74 H -3.169 6.039 -0.831
75 H -2.869 7.663 0.990
76 H -3.614 7.131 3.265
77 H -4.701 4.956 3.741
78 H -1.723 3.300 -1.451
79 H -2.442 4.752 -2.144



#ii
Formula: C35H40N3O
Source: the Open Molecules 2025 dataset
Level of theory: ωB97M-V with the def2-TZVPD basis set

Calculated values
E_LUMO: -4.7 eV
charge: +1
HOMO-LUMO gap: 6.073 eV

Atoms and positions in Å:
1 C 4.285 -3.617 0.635
2 C 2.826 -3.218 0.456
3 N 2.084 -3.141 1.792
4 C 2.821 -2.184 2.745
5 C 4.275 -2.587 2.948
6 C 4.578 -3.874 2.136
7 C 3.633 -4.998 2.625
8 C 2.191 -4.562 2.418
9 H 4.461 -4.542 0.067
10 H 4.936 -2.817 0.255
11 H 2.747 -2.266 -0.089
12 H 2.311 -3.970 -0.159
13 H 2.757 -1.149 2.373
14 H 2.289 -2.197 3.709
15 H 4.929 -1.770 2.614
16 H 4.439 -2.781 4.016
17 H 5.623 -4.165 2.272
18 H 3.822 -5.913 2.048
19 H 3.806 -5.195 3.691
20 H 1.651 -4.568 3.375
21 H 1.676 -5.266 1.751
22 C -0.139 4.199 -2.859
23 N -0.353 2.769 -2.817
24 C -0.319 1.993 -3.952
25 O -0.084 2.414 -5.078
26 C -0.567 0.555 -3.530
27 C 0.659 -0.293 -3.799
28 C 1.870 0.265 -3.104
29 C 2.694 1.186 -3.759
30 C 3.788 1.756 -3.109
31 C 4.074 1.408 -1.783
32 C 3.277 0.458 -1.129
33 C 2.212 -0.142 -1.811
34 N -0.896 0.703 -2.108
35 C -0.987 -0.354 -1.278
36 C -0.985 -0.184 0.103
37 C -1.031 -1.227 1.036
38 C -1.505 -1.037 2.382
39 C -1.917 -2.151 3.155
40 C -2.272 -2.009 4.486
41 C -2.290 -0.735 5.083
42 C -2.007 0.397 4.297
43 C -1.666 0.260 2.961
44 C -0.768 2.084 -1.606
45 C -2.015 2.676 -0.990
46 C -3.197 2.679 -1.637
47 C -4.476 3.091 -1.071
48 C -5.617 3.076 -1.906
49 C -6.861 3.461 -1.419
50 C -6.999 3.867 -0.084
51 C -5.875 3.877 0.756
52 C -4.625 3.487 0.278
53 H 0.101 4.468 -3.888
54 H -1.047 4.718 -2.536
55 H 0.689 4.479 -2.199
56 H -1.449 0.197 -4.082
57 H 0.465 -1.323 -3.500
58 H 0.827 -0.260 -4.877
59 H 2.462 1.460 -4.794
60 H 4.415 2.483 -3.637
61 H 4.920 1.867 -1.264
62 H 3.480 0.182 -0.086
63 H 1.623 -0.929 -1.327
64 H -1.147 -1.326 -1.740
65 H -0.962 0.855 0.472
66 H -0.873 -2.253 0.657
67 H -1.996 -3.118 2.657
68 H -2.572 -2.883 5.071
69 H -2.539 -0.623 6.146
70 H -2.095 1.393 4.742
71 H -1.560 1.149 2.342
72 H 0.035 2.138 -0.853
73 H -1.886 3.162 -0.012
74 H -3.224 2.367 -2.687
75 H -5.493 2.754 -2.941
76 H -7.731 3.447 -2.082
77 H -7.978 4.174 0.298
78 H -5.983 4.194 1.798
79 H -3.751 3.478 0.935



Energies, relative to the best one, in kcal/mol: #i 0.0; #ii 14.6.



#i
Formula: C3H11NOS2
Source: the Open Molecules 2025 dataset
Level of theory: ωB97M-V with the def2-TZVPD basis set

Calculated values
E_LUMO: 0.4 eV
charge: 0
SMILES: CNCCSS.O
HOMO-LUMO gap: 8.782 eV

Atoms and positions in Å:
1 S -2.241 0.758 -0.030
2 S -1.110 -0.935 0.392
3 C -0.297 -1.070 -1.273
4 C 1.013 -0.265 -1.287
5 N 1.956 -0.796 -0.320
6 C 3.174 0.015 -0.306
7 H -2.484 1.206 1.213
8 H -0.018 -2.121 -1.248
9 H -1.003 -0.730 -2.019
10 H 0.748 0.777 -1.030
11 H 1.433 -0.220 -2.292
12 H 1.478 -0.837 0.563
13 H 3.471 0.079 -1.353
14 H 3.956 -0.468 0.267
15 H 3.016 1.036 0.065
16 H 1.179 2.457 1.601
17 H 0.118 1.566 1.197
18 O 0.633 1.763 1.969



#ii
Formula: C3H11NOS2
Source: the Open Molecules 2025 dataset
Level of theory: ωB97M-V with the def2-TZVPD basis set

Calculated values
E_LUMO: -3.3 eV
charge: 0
HOMO-LUMO gap: 5.865 eV

Atoms and positions in Å:
1 S 3.583 -0.123 -0.432
2 S -3.025 -0.920 0.435
3 C -2.214 0.287 -0.644
4 C -0.915 0.828 -0.067
5 N 0.062 -0.238 0.168
6 C 0.648 -0.758 -1.038
7 H -1.964 -1.735 0.458
8 H -2.075 -0.018 -1.679
9 H -2.908 1.123 -0.701
10 H -1.135 1.133 0.955
11 H -0.503 1.630 -0.689
12 H 0.741 0.110 0.835
13 H 0.259 -0.249 -1.921
14 H 0.590 -1.839 -1.163
15 H 1.761 -0.529 -1.038
16 H 2.258 0.101 2.874
17 H 2.757 0.477 1.490
18 O 2.082 0.720 2.157



#iii
Formula: C3H11NOS2
Source: the Open Molecules 2025 dataset
Level of theory: ωB97M-V with the def2-TZVPD basis set

Calculated values
E_LUMO: 0.3 eV
charge: 0
SMILES: C[C@@H](N)CSS.O
HOMO-LUMO gap: 9.226 eV

Atoms and positions in Å:
1 N 1.016 0.594 0.731
2 C -0.292 1.152 0.461
3 C -0.995 1.212 1.777
4 C -0.911 0.755 -0.844
5 S 0.359 0.627 -2.235
6 S -0.021 -1.335 -2.971
7 H 1.456 0.539 -0.121
8 H 1.406 1.137 1.507
9 H -0.136 2.271 0.405
10 H -0.810 0.362 2.419
11 H -0.769 2.048 2.427
12 H -2.098 1.350 1.710
13 H -1.338 -0.197 -0.879
14 H -1.691 1.510 -1.258
15 H 1.239 -1.663 -2.553
16 H 1.531 -3.903 0.334
17 H 1.246 -2.795 -0.589
18 O 0.806 -3.664 -0.320



#iv
Formula: C3H11NOS2
Source: the Open Molecules 2025 dataset
Level of theory: ωB97M-V with the def2-TZVPD basis set

Calculated values
E_LUMO: 0.6 eV
charge: 0
SMILES: NCCCSS.O
HOMO-LUMO gap: 8.534 eV

Atoms and positions in Å:
1 S -0.477 1.502 -2.477
2 S -0.175 2.056 -0.484
3 C 0.514 0.551 0.213
4 C -0.385 -0.126 1.249
5 C -1.789 -0.406 0.794
6 N -1.754 -1.102 -0.522
7 H -0.653 2.777 -2.844
8 H 1.463 0.712 0.728
9 H 0.775 -0.112 -0.609
10 H -0.360 0.423 2.193
11 H 0.124 -1.044 1.550
12 H -2.317 0.532 0.605
13 H -2.332 -1.011 1.523
14 H -2.674 -1.453 -0.747
15 H -1.184 -1.924 -0.396
16 H 4.395 -0.206 -0.591
17 H 2.982 -0.618 -0.308
18 O 3.846 -0.551 0.122



Energies, relative to the best one, in kcal/mol: #i 2.9; #ii 79.4; #iii 21.9; #iv 0.0.



#i
Formula: C3H11NOS2
Source: the Open Molecules 2025 dataset
Level of theory: ωB97M-V with the def2-TZVPD basis set

Calculated values
E_LUMO: 0.4 eV
charge: 0
SMILES: NCCCSS.O
HOMO-LUMO gap: 9.386 eV

Atoms and positions in Å:
1 S 2.078 1.204 -1.251
2 S 1.649 -0.770 -1.070
3 C 0.432 -0.923 0.165
4 C -1.043 -1.060 -0.272
5 C -1.430 -0.043 -1.353
6 N -2.778 0.534 -1.046
7 H 3.135 1.196 -0.419
8 H 0.712 -1.853 0.685
9 H 0.500 -0.239 1.012
10 H -1.303 -2.069 -0.593
11 H -1.723 -0.884 0.562
12 H -0.708 0.770 -1.392
13 H -1.462 -0.329 -2.406
14 H -2.751 1.514 -1.304
15 H -3.453 0.161 -1.718
16 H 1.949 1.044 3.684
17 H 3.408 1.155 3.112
18 O 2.789 0.593 3.604



#ii
Formula: C3H11NOS2
Source: the Open Molecules 2025 dataset
Level of theory: ωB97M-V with the def2-TZVPD basis set

Calculated values
E_LUMO: 0.4 eV
charge: 0
SMILES: NCCCSS.O
HOMO-LUMO gap: 8.816 eV

Atoms and positions in Å:
1 S 3.925 -1.297 -0.838
2 S 2.742 0.236 0.072
3 C 0.986 -0.265 -0.019
4 C 0.246 -0.719 1.274
5 C -1.194 -0.093 1.404
6 N -1.835 0.134 0.031
7 H 3.222 -1.959 0.074
8 H 0.860 -0.948 -0.848
9 H 0.642 0.799 -0.373
10 H 0.929 -0.405 2.216
11 H 0.211 -1.869 1.548
12 H -1.270 0.845 1.962
13 H -1.721 -0.981 1.919
14 H -2.900 0.441 0.333
15 H -2.006 -0.706 -0.497
16 H -1.706 2.139 -3.103
17 H -0.227 1.993 -2.442
18 O -0.904 2.656 -2.713



Energies, relative to the best one, in kcal/mol: #i 0.0; #ii 36.0.



#i
Formula: C3H11NOS2
Source: the Open Molecules 2025 dataset
Level of theory: ωB97M-V with the def2-TZVPD basis set

Calculated values
E_LUMO: 0.3 eV
charge: 0
SMILES: CNCCSS.O
HOMO-LUMO gap: 8.999 eV

Atoms and positions in Å:
1 S -1.862 1.671 -0.221
2 S -1.422 -0.297 0.357
3 C -0.104 -0.027 1.609
4 C 1.266 -0.092 0.975
5 N 1.666 -1.447 0.661
6 C 2.741 -1.483 -0.356
7 H -1.721 2.201 1.001
8 H -0.253 -0.716 2.445
9 H -0.277 0.976 1.999
10 H 1.306 0.640 0.160
11 H 2.014 0.281 1.684
12 H 0.867 -1.913 0.240
13 H 3.637 -1.941 0.055
14 H 2.418 -2.044 -1.238
15 H 2.983 -0.490 -0.740
16 H -0.068 -0.145 -3.181
17 H 0.291 -0.185 -1.722
18 O 0.583 0.197 -2.560



#ii
Formula: C3H11NOS2
Source: the Open Molecules 2025 dataset
Level of theory: ωB97M-V with the def2-TZVPD basis set

Calculated values
E_LUMO: 0.5 eV
charge: 0
SMILES: NCCCSS.O
HOMO-LUMO gap: 9.704 eV

Atoms and positions in Å:
1 S 1.276 0.354 3.548
2 S 1.731 -0.348 1.661
3 C 0.357 0.366 0.710
4 C 0.359 -0.064 -0.748
5 C 0.254 -1.559 -0.998
6 N -0.070 -1.812 -2.385
7 H 1.878 1.549 3.443
8 H 0.402 1.450 0.731
9 H -0.551 0.046 1.224
10 H 1.230 0.379 -1.240
11 H -0.503 0.412 -1.216
12 H -0.500 -1.955 -0.326
13 H 1.177 -2.066 -0.736
14 H -0.636 -2.624 -2.558
15 H 0.759 -1.842 -2.959
16 H -3.124 2.299 0.608
17 H -1.613 2.450 0.648
18 O -2.427 2.964 0.594



Energies, relative to the best one, in kcal/mol: #i 11.3; #ii 0.0.



#i
Formula: C4H9N3
Source: the Open Molecules 2025 dataset
Level of theory: ωB97M-V with the def2-TZVPD basis set

Calculated values
E_LUMO: 1.1 eV
charge: 0
SMILES: C1=NNCCNC1
HOMO-LUMO gap: 9.294 eV

Atoms and positions in Å:
1 C -1.244 0.576 0.201
2 C -0.068 1.461 -0.263
3 C 1.345 -1.155 -0.203
4 C -0.091 -1.517 0.236
5 H -1.242 0.268 1.251
6 H -2.172 1.268 0.130
7 H -0.435 2.335 0.275
8 H -0.265 1.500 -1.379
9 H 1.988 1.908 0.314
10 H 2.020 -1.881 -0.387
11 H -0.359 -2.540 0.120
12 H -0.076 -1.519 1.286
13 H -1.540 -0.934 -1.277
14 N 1.319 1.058 0.162
15 N 2.005 -0.073 -0.122
16 N -1.184 -0.756 -0.344



#ii
Formula: C4H9N3
Source: the Open Molecules 2025 dataset
Level of theory: ωB97M-V with the def2-TZVPD basis set

Calculated values
E_LUMO: 0.4 eV
charge: 0
HOMO-LUMO gap: 6.138 eV

Atoms and positions in Å:
1 N -0.013 0.825 0.647
2 C -1.122 0.452 0.071
3 C 0.947 -0.321 -0.009
4 N -2.343 0.993 0.196
5 N 1.811 0.142 -1.026
6 C -0.660 -0.653 -0.786
7 C 1.499 -1.112 0.993
8 H 0.110 1.367 1.503
9 H -2.510 1.822 0.743
10 H -3.132 0.547 -0.236
11 H 2.636 0.591 -0.653
12 H 1.366 0.699 -1.740
13 H 2.343 -1.740 0.741
14 H 0.881 -1.419 1.827
15 H -0.914 -1.642 -0.420
16 H -0.899 -0.552 -1.851



Energies, relative to the best one, in kcal/mol: #i 0.0; #ii 6.0.



#i
Formula: C2H3NO2
Source: the Open Molecules 2025 dataset
Level of theory: ωB97M-V with the def2-TZVPD basis set

Calculated values
E_LUMO: 0.2 eV
charge: 0
HOMO-LUMO gap: 10.413 eV

Atoms and positions in Å:
1 C -1.240 -0.604 0.642
2 C 0.913 0.474 -0.692
3 N -0.258 0.411 0.928
4 O -2.238 -0.927 0.132
5 O -0.282 -0.971 1.449
6 H 0.324 0.660 -1.610
7 H 1.376 1.366 -0.469
8 H 1.404 -0.409 -0.381



#ii
Formula: C2H3NO2
Source: the Open Molecules 2025 dataset
Level of theory: ωB97M-V with the def2-TZVPD basis set

Calculated values
E_LUMO: 0.4 eV
charge: 0
SMILES: O=CN1CO1
HOMO-LUMO gap: 9.891 eV

Atoms and positions in Å:
1 C 1.455 -0.711 0.093
2 C -0.877 0.394 0.199
3 N -0.114 -0.538 -0.469
4 O 2.254 0.177 0.027
5 O -1.112 -1.025 0.406
6 H 1.508 -1.569 0.813
7 H -0.754 0.973 1.122
8 H -1.626 0.980 -0.402



#iii
Formula: C2H3NO2
Source: the Open Molecules 2025 dataset
Level of theory: ωB97M-V with the def2-TZVPD basis set

Calculated values
E_LUMO: 0.7 eV
charge: 0
SMILES: O=C1N[C@H]1O
HOMO-LUMO gap: 10.614 eV

Atoms and positions in Å:
1 C -0.412 -1.416 -0.329
2 C -0.159 -0.211 0.453
3 N 0.882 -1.011 -0.220
4 O -1.113 -2.157 -0.918
5 O -0.551 1.054 -0.435
6 H -0.011 -0.200 1.462
7 H 1.326 -0.466 -0.936
8 H -1.255 1.426 0.021



Energies, relative to the best one, in kcal/mol: #i 45.9; #ii 35.9; #iii 0.0.